(1)
DFT (ωB97M-V/def2-TZVPD) results for C5H8ClOP in the gas phase in a non-equilibrium geometry.

- net charge = 0
- E_LUMO (alpha / beta) (eV) = -1.42 / -0.62
- HOMO (alpha / beta) (Ha) = -0.3166 / -0.3215
- multiplicity = 1

```
16
C5H8ClOP | the OMol25 dataset | ωB97M-V/def2-TZVPD
H -2.062 1.741 0.781
H -0.533 1.849 -0.265
H -0.377 -1.427 1.625
P 2.248 -0.396 0.334
H -2.077 -0.710 0.123
H -0.090 0.284 2.108
C -0.188 -0.847 -0.939
H -0.598 -1.139 -1.845
C -1.110 -0.139 0.222
C -1.479 1.325 -0.046
H 1.431 -1.122 -1.999
C -0.422 -0.434 1.421
Cl 2.822 1.556 0.052
H -2.168 1.387 -0.862
O 3.503 -1.195 0.335
C 1.100 -0.735 -1.045
```

***

(2)
DFT (ωB97M-V/def2-TZVPD) results for a molecular structure, C5H8CrO2 in a non-equilibrium geometry.

- net charge = +1
- E_LUMO (alpha / beta) (eV) = -4.46 / -4.45
- HOMO (alpha / beta) (Ha) = -0.4569 / -0.5170
- multiplicity = 6

```
16
C5H8CrO2 | the OMol25 dataset | ωB97M-V/def2-TZVPD
H -2.264 -1.779 -0.921
O 0.669 -0.439 -0.280
Cr -0.372 2.570 0.118
H 1.599 -0.042 -0.043
C -2.239 -0.827 -0.376
C -3.585 -0.152 -0.351
H 4.975 -0.308 1.569
C 4.356 0.119 0.494
H -3.743 0.450 -1.255
H -1.853 -1.014 0.634
H -3.690 0.489 0.534
C 5.518 0.482 0.766
O -1.302 0.052 -1.058
C -0.217 0.460 -0.476
H 6.514 0.864 0.955
H -4.365 -0.924 -0.310
```

***

(3)
DFT (ωB97M-V/def2-TZVPD) results for 2 unconnected molecules or ions with the total composition C5H8F2 in a non-equilibrium geometry.

- net charge = 0
- E_LUMO (eV) = 0.92
- HOMO (Ha) = -0.3563
- multiplicity = 1

```
15
C5H8F2 | the OMol25 dataset | ωB97M-V/def2-TZVPD
F -3.139 0.936 -1.347
C 1.323 -0.794 1.434
C 1.650 0.611 -0.661
H -1.081 -0.622 0.749
C -2.019 -0.379 0.176
H -1.384 1.497 -0.474
H 1.997 1.393 -0.025
H 1.663 0.143 1.940
H 0.776 1.147 -1.084
H 1.087 -1.724 1.869
C -2.261 0.761 -0.418
F -2.797 -1.444 0.066
H 0.712 -1.331 -0.680
C 1.245 -0.645 0.066
H 2.230 0.452 -1.611
```

***

Among the records above, which one has the highest net charge? C5H8CrO2

***

What is the formula in the third record? C5H8F2